The following is a DFT calculation (ωB97M-V with the def2-TZVPD basis set) of an isolated ion of composition C2H3N2O2S and charge +1 in a non-equilibrium geometry.

Values from the calculation:
HOMO-LUMO gap ... 8.57 eV
Total charge ... +1
E_LUMO ... -7.164 eV

Atoms and positions in Å:
1 S 1.3210 -1.0777 -0.2334
2 O -0.9351 1.8543 0.8454
3 O -0.5597 -2.0361 -1.6791
4 N -0.1688 -1.2847 -0.8711
5 N -1.1019 0.0137 -0.4516
6 C 1.0352 0.4645 0.6704
7 C -0.4250 0.8668 0.4202
8 H 1.8014 1.0625 0.0909
9 H -2.0971 -0.1018 -0.5099
10 H 1.1301 0.2384 1.7181

The following is a DFT calculation (ωB97M-V with the def2-TZVPD basis set) of a 2-piece molecular cluster, C2H3N2O4 overall in a non-equilibrium geometry.

Values from the calculation:
HOMO-LUMO gap ... 7.47 eV
Total charge ... -1
E_LUMO ... 3.968 eV

Atoms and positions in Å:
1 O 1.4552 1.8071 0.1451
2 O -1.6263 -3.4135 -3.0361
3 O 0.8030 -0.8197 0.3855
4 O -1.3368 -0.1135 1.0557
5 N -0.1868 0.3572 0.5819
6 N -1.4616 -2.6599 -2.0526
7 C -1.4915 -1.8122 -1.3160
8 C 0.3513 1.5547 0.6118
9 H -1.4525 -1.1597 -0.4771
10 H 1.5474 -0.3579 0.0182
11 H -0.3528 2.3297 1.0256

The following is a DFT calculation (ωB97M-V with the def2-TZVPD basis set) of one molecule with the formula C2H3N2OP in a non-equilibrium geometry.

Values from the calculation:
HOMO-LUMO gap ... 8.41 eV
E_LUMO ... -0.167 eV

Atoms and positions in Å:
1 P 2.1688 -0.8940 0.1133
2 O 2.1283 1.8632 -0.4156
3 N -1.6402 0.5462 -0.0661
4 N -1.0697 -0.6435 0.0408
5 C 2.1065 0.7059 -0.2032
6 C 0.1014 -1.1135 0.1968
7 H -1.1635 1.2920 0.2447
8 H -0.0007 -2.2026 -0.0380
9 H -2.6310 0.4463 0.1274

The following is a DFT calculation (ωB97M-V with the def2-TZVPD basis set) of one molecule with the formula C2H3N2OP in a non-equilibrium geometry.

Values from the calculation:
HOMO-LUMO gap (spin up / spin down) ... 8.50 / 8.50 eV
E_LUMO (spin up / spin down) ... -0.101 / -0.102 eV

Atoms and positions in Å:
1 P -1.3936 0.0530 -0.6220
2 O -0.4211 1.2081 0.2233
3 N 1.6443 0.0146 -0.3243
4 N 0.9980 -1.0547 -0.0270
5 C 0.8483 1.2564 -0.0664
6 C -0.2379 -1.3055 -0.1012
7 H -2.2264 -0.0755 0.5053
8 H -0.6229 -2.2422 0.2706
9 H 1.4112 2.1457 0.1417

The following is a DFT calculation (ωB97M-V with the def2-TZVPD basis set) of one molecule with the formula C2H3N2OP in a non-equilibrium geometry.

Values from the calculation:
HOMO-LUMO gap ... 8.01 eV
E_LUMO ... -0.153 eV

Atoms and positions in Å:
1 P 0.2412 0.8448 -2.0242
2 O 0.8745 0.2650 0.5432
3 N -1.3620 -1.1228 0.9204
4 N -0.4906 -1.0472 1.6614
5 C 0.6728 -0.5187 1.6823
6 C -0.0112 0.2657 -0.3301
7 H 1.5482 -0.7126 2.2472
8 H -0.7691 0.2154 -2.9172
9 H -0.7037 1.8104 -1.7830

The following is a DFT calculation (ωB97M-V with the def2-TZVPD basis set) of one molecule with the formula C2H3N2P in a non-equilibrium geometry.

Values from the calculation:
HOMO-LUMO gap (spin up / spin down) ... 8.39 / 8.39 eV
E_LUMO (spin up / spin down) ... 0.489 / 0.488 eV

Atoms and positions in Å:
1 P 0.9786 0.8808 0.3866
2 N -1.5279 -0.2183 0.5691
3 N 1.1368 -0.8805 0.3540
4 C -0.9514 0.8212 0.4148
5 C 0.2476 -1.6925 0.3652
6 H -0.0367 -2.6792 0.2441
7 H -1.1651 1.9535 0.3288
8 H 0.9703 0.9345 -0.9812

The following is a DFT calculation (ωB97M-V with the def2-TZVPD basis set) of one molecule with the formula C2H3N2PS3 in a non-equilibrium geometry.

Values from the calculation:
HOMO-LUMO gap (spin up / spin down) ... 6.78 / 6.78 eV
E_LUMO (spin up / spin down) ... -1.009 / -1.009 eV

Atoms and positions in Å:
1 S 3.9929 0.4410 -0.1436
2 S 2.0578 1.0438 0.2984
3 S -1.7635 2.1940 -0.1034
4 P -1.3501 0.3674 0.7978
5 N 0.8064 -1.2815 -0.0350
6 N -2.4806 -1.4454 -1.1722
7 C -1.9988 -0.6800 -0.4664
8 C 0.6304 0.0184 0.2323
9 H -1.6638 2.8717 1.0435
10 H 1.7315 -1.6062 -0.2818
11 H 0.0380 -1.9231 -0.1698

The following is a DFT calculation (ωB97M-V with the def2-TZVPD basis set) of a 2-piece molecular cluster, C2H3N2S2 overall in a non-equilibrium geometry.

Values from the calculation:
HOMO-LUMO gap ... 7.87 eV
Total charge ... +1
E_LUMO ... -5.818 eV

Atoms and positions in Å:
1 S 1.0779 -3.5448 -1.3558
2 S 0.2485 1.4349 -2.6667
3 N 1.6322 -0.8833 -0.7293
4 N -0.9814 0.1470 -0.5636
5 C -0.2722 0.6894 -1.4663
6 C 1.5080 -2.1152 -0.9297
7 H -0.6784 -0.7786 -0.4081
8 H 2.5236 -0.8018 -0.3616
9 H -1.6595 0.6508 -0.0024

The following is a DFT calculation (ωB97M-V with the def2-TZVPD basis set) of a 2-piece molecular cluster, C2H3N3 overall in a non-equilibrium geometry.

Values from the calculation:
HOMO-LUMO gap (spin up / spin down) ... 8.37 / 7.45 eV
E_LUMO (spin up / spin down) ... -1.530 / -1.897 eV

Atoms and positions in Å:
1 N 0.1012 0.0724 0.0034
2 N -3.7698 -0.5989 -0.0532
3 N -0.6554 0.9386 0.1284
4 C 1.5086 -0.0527 -0.0028
5 C -2.7741 -0.0347 -0.0160
6 H 2.0142 0.8514 0.3531
7 H 1.8066 -0.2658 -1.0287
8 H 1.7687 -0.9101 0.6157

The following is a DFT calculation (ωB97M-V with the def2-TZVPD basis set) of C2H3N3 as an isolated structure in a non-equilibrium geometry.

Values from the calculation:
HOMO-LUMO gap ... 9.40 eV
E_LUMO ... 1.027 eV

Atoms and positions in Å:
1 N -0.9038 1.0237 1.0098
2 N -0.5420 1.4549 0.0627
3 N -0.2680 -0.7172 0.9030
4 C 0.2323 0.8368 -0.8373
5 C 0.3049 -0.5629 -0.1200
6 H 0.4503 0.6901 -1.8408
7 H -0.2935 -1.5840 1.5540
8 H 1.0199 -1.1414 -0.7314

The following is a DFT calculation (ωB97M-V with the def2-TZVPD basis set) of one molecule with the formula C2H3N3O in a non-equilibrium geometry.

Values from the calculation:
HOMO-LUMO gap ... 9.21 eV
E_LUMO ... 0.315 eV

Atoms and positions in Å:
1 O 1.6153 -1.0766 0.0282
2 N 0.5409 -0.3568 -0.4775
3 N -1.1466 0.5993 0.3046
4 N -0.2655 1.6057 -0.0437
5 C 0.8098 1.0215 -0.5480
6 C -0.6809 -0.5982 0.0325
7 H -1.9822 0.8146 0.8250
8 H 2.3473 -0.4854 -0.2355
9 H -1.2382 -1.5241 0.1144

The following is a DFT calculation (ωB97M-V with the def2-TZVPD basis set) of a 2-piece molecular cluster, C2H3N3O overall in a non-equilibrium geometry.

Values from the calculation:
HOMO-LUMO gap ... 7.85 eV
E_LUMO ... 0.412 eV

Atoms and positions in Å:
1 O -1.7827 1.4363 -0.1056
2 N -0.9742 -0.9431 0.0133
3 N 1.3971 -0.9426 -0.0693
4 N -2.1224 -0.9903 -0.0709
5 C -0.6267 1.3972 0.2035
6 C 0.1555 -0.5478 0.2905
7 H 1.6430 -1.1807 -1.0272
8 H 0.2366 2.0135 0.4339
9 H 2.0738 -0.2425 0.3318

The E_tot results, record by record, are as follows: -735.7629 -488.3278 -603.9917 -604.0005 -603.8839 -528.7345 -1723.3803 -983.5713 -242.1042 -242.1214 -317.3534 -317.3446 hartree.
The energy relative to the best compared isomer or geometry (same formula, charge and spin) results, record by record, are as follows: 75.0 391.8 288.9 265.9 572.0 281.3 133.2 136.1 442.4 397.1 469.8 492.8 kJ/mol.